DFT (wB97M-V/def2-TZVPD) results for C35H38BrN4O2RhS2Sb as an isolated structure at a distorted geometry.

XYZ file:
```
84
Properties=species:S:1:pos:R:3
Rh -1.85373 -1.25565 2.23781
Br -3.05885 -4.90534 2.70693
C -1.61395 -4.52816 1.53487
C -1.04760 -5.60733 0.92228
C 0.06328 -5.38813 0.04612
C 0.50738 -4.12119 -0.14437
C -0.13442 -3.04106 0.51752
N -1.22759 -3.25139 1.39388
C 0.24241 -1.70474 0.25861
O 1.25149 -1.38845 -0.47518
O -0.52861 -0.74237 0.74156
H -1.42736 -6.59848 1.11790
H 0.52393 -6.22694 -0.46103
H 1.34094 -3.89120 -0.79496
S -3.65518 -1.57376 3.55209
C -4.52226 -1.07171 2.12929
N -5.08698 0.14908 2.12805
C -5.71798 0.68966 1.07289
C -5.85426 -0.03063 -0.07687
C -5.35337 -1.33847 -0.10619
C -4.70224 -1.85854 0.98026
H -4.98098 0.69214 2.97661
H -6.10620 1.69080 1.20403
H -6.35421 0.40652 -0.93047
H -5.48556 -1.94805 -0.99368
H -4.32745 -2.87301 0.99033
C 3.83555 -2.04263 4.52847
N 2.46865 -1.56208 4.64552
C 1.44135 -2.02391 3.92963
N 1.69212 -2.97253 3.02974
S -0.12800 -1.43170 4.25237
H 4.47751 -1.41111 5.13466
H 4.18268 -1.97195 3.49483
H 3.93437 -3.07505 4.87038
H 2.22862 -0.91856 5.37950
H 2.63012 -3.19956 2.74402
H 0.94152 -3.24764 2.41066
C -1.80731 0.77373 2.52426
H -2.35572 1.05031 3.42238
H -2.23217 1.24402 1.63503
H -0.76551 1.05682 2.63044
C -2.73618 1.01970 -2.42712
C -1.79727 1.93720 -3.17900
C -2.27873 2.78557 -4.17362
C -1.42955 3.64738 -4.85670
C -0.07410 3.68215 -4.55732
C 0.43118 2.83927 -3.57184
C -0.43237 1.98062 -2.89276
Sb 0.50847 0.73245 -1.38240
C 0.81410 2.22796 0.08806
C -0.00172 3.35734 -0.02971
C 0.09780 4.38978 0.89214
C 1.01176 4.28891 1.93330
C 1.80508 3.15645 2.05419
C 1.71910 2.10220 1.14513
C 2.57784 0.88319 1.35584
C 2.23857 0.32568 -2.55269
C 2.02368 -0.74699 -3.42278
C 3.04656 -1.21882 -4.22660
C 4.29834 -0.61778 -4.15635
C 4.50499 0.45464 -3.30539
C 3.48709 0.94930 -2.48334
C 3.79914 2.11987 -1.57672
H -3.73389 1.03302 -2.86767
H -2.82313 1.32549 -1.37897
H -2.37397 -0.01023 -2.43838
H -3.33706 2.77182 -4.41657
H -1.82823 4.29099 -5.63295
H 0.59062 4.35530 -5.08642
H 1.49418 2.85646 -3.34719
H -0.71091 3.44196 -0.84592
H -0.53045 5.26792 0.79276
H 1.10773 5.09611 2.65190
H 2.51928 3.08407 2.87059
H 3.59720 1.17258 1.62430
H 2.61886 0.23283 0.48499
H 2.16655 0.29857 2.17663
H 1.05025 -1.22857 -3.46795
H 2.87289 -2.05156 -4.89724
H 5.11292 -0.98413 -4.76968
H 5.48034 0.93147 -3.26880
H 4.32948 1.78623 -0.68120
H 2.90477 2.64563 -1.25047
H 4.44436 2.83622 -2.08625
```

The charge is +1. For the HOMO energy (alpha / beta), the calculation gives -7.848 / -10.897 eV. The energy comes out at -148218.054 eV. Its spin multiplicity is 5. As for the HOMO-LUMO gap (alpha / beta): 4.62 / 6.77 eV.